{
  "formula": "C3H3Br2N3",
  "method": "ωB97M-V/def2-TZVPD",
  "species": ["C", "C", "C", "N", "N", "N", "Br", "Br", "H", "H", "H"],
  "positions_angstrom": [[-2.05013, 0.32381, -1.14721], [-1.80137, -1.96101, -2.50701], [-0.83787, 0.02478, -0.71819], [-0.84670, -2.19463, -1.72954], [-0.30535, -1.33536, -0.93173], [-0.01260, 0.56365, 0.20087], [-2.96873, 1.95590, -1.55977], [-2.96157, -3.19628, -3.26214], [0.70694, -1.34876, -0.95927], [-0.26164, 1.35865, 0.68524], [0.59122, 0.04973, 0.80136]],
  "homo_lumo_gap_ev": [7.6, 7.7],
  "e_homo_ev": [-8.271, -8.411]
}

***

{
  "formula": "C3H3ClO2",
  "method": "ωB97M-V/def2-TZVPD",
  "species": ["O", "C", "O", "C", "C", "Cl", "H", "H", "H"],
  "positions_angstrom": [[1.78465, 1.27649, 0.03015], [1.52736, 0.08249, 0.01301], [2.58929, -0.84827, -0.05388], [0.19184, -0.40492, 0.01291], [-0.80327, 0.43536, -0.04604], [-2.48499, -0.14413, 0.00296], [2.20357, -1.70043, 0.18881], [0.17592, -1.45070, 0.10418], [-0.62184, 1.49806, -0.03265]],
  "homo_lumo_gap_ev": 10.4,
  "e_homo_ev": -10.604,
  "smiles": "O=C(O)/C=C/Cl"
}

***

{
  "formula": "CH2N4O2",
  "method": "ωB97M-V/def2-TZVPD",
  "species": ["C", "N", "N", "N", "N", "O", "O", "H", "H"],
  "positions_angstrom": [[-1.81264, 0.23422, 0.08302], [-2.43971, 1.13289, 0.51868], [-0.16803, -1.41047, 0.37786], [-1.08423, -0.71495, -0.25944], [1.33381, 1.24149, -0.38892], [1.60436, 2.00566, -1.23809], [1.90238, 0.24698, -0.06867], [0.15853, -1.06175, 1.20411], [0.50552, -1.67408, -0.22855]],
  "homo_lumo_gap_ev": [6.7, 8.8],
  "e_homo_ev": [-9.206, -10.226]
}

***

Number 1: electronic energy -147708.9142 eV. Number 2: electronic energy -19776.2952 eV. Number 3: electronic energy -11118.0211 eV.